Entry 1:
C4H5CuNaO3 | ωB97M-V with the def2-TZVPD basis set

Each line ends with the natural charge from an NBO analysis.
CARTESIAN COORDINATES (ANGSTROEM)
O -2.279 -0.184 -0.939  -0.40
Cu -0.579 -1.884 -1.455  0.85
O -2.188 -1.581 -0.597  -0.61
C -1.667 0.673 -0.051  -0.04
C -0.275 0.896 -0.161  -0.65
H 0.407 1.578 -0.683  0.22
H -2.584 1.165 0.313  0.20
H -1.192 1.991 -0.284  0.26
O 2.794 0.037 0.886  -0.79
C 2.111 -0.708 0.105  0.28
C 0.737 -0.904 0.309  -0.59
Na 1.785 1.324 2.325  0.96
H 0.496 -1.542 1.178  0.20
H 2.433 -0.860 -0.948  0.12

Cartesian forces (eV/Å) of the 2 atoms listed first:
O -1.045 -0.457 -1.776
Cu 0.854 0.546 1.152

Output
Multiplicity   2
<S²>   0.79
Energy relative to the best compared isomer or geometry (same formula, charge and spin)   106.63 kJ/mol
Kohn-Sham gap (spin up / spin down)   0.211 / 0.215 Eh
E_tot   -59414.8424 eV
F_max   2.60 eV/Å
LUMO energy (spin up / spin down)   -1.07 / -1.05 eV
Net charge   0

***

Entry 2:
C4H5F2N | ωB97M-V with the def2-TZVPD basis set

Each line ends with the natural charge from an NBO analysis.
CARTESIAN COORDINATES (ANGSTROEM)
C -1.022 -0.619 0.735  0.46
C 1.580 1.118 0.969  -0.47
C -0.725 -1.753 -1.400  -0.14
C 0.511 1.602 0.335  0.25
N -1.056 -1.310 -0.252  -0.37
F -2.047 -0.369 1.528  -0.32
F 0.570 1.480 -1.039  -0.37
H 1.783 1.071 1.951  0.20
H 2.216 0.544 0.310  0.21
H -1.146 -1.306 -2.247  0.19
H -0.397 -2.722 -1.480  0.18
H -0.267 2.264 0.591  0.18

Cartesian forces (eV/Å) of the 2 atoms listed first:
C 0.672 1.716 1.761
C -1.487 0.142 -3.718

Output
Multiplicity   1
Energy relative to the best compared isomer or geometry (same formula, charge and spin)   413.94 kJ/mol
Kohn-Sham gap (spin up / spin down)   0.299 / 0.299 Eh
E_tot   -11149.1916 eV
F_max   4.01 eV/Å
LUMO energy (spin up / spin down)   0.14 / 0.14 eV
Net charge   0

***

Entry 3:
C4H5F2N | ωB97M-V with the def2-TZVPD basis set

Each line ends with the natural charge from an NBO analysis.
CARTESIAN COORDINATES (ANGSTROEM)
C 2.427 0.969 -0.050  -0.32
C 1.519 0.246 -0.396  0.15
C -0.386 -0.983 0.082  -0.29
C -1.453 0.096 0.443  0.55
N 0.503 -0.481 -0.997  -0.64
F -2.236 0.402 -0.652  -0.36
F -0.884 1.266 0.744  -0.34
H 3.167 1.597 0.385  0.24
H 0.064 -1.042 1.082  0.22
H -0.670 -1.956 -0.375  0.23
H -1.938 -0.101 1.384  0.14
H -0.112 -0.013 -1.649  0.40

Cartesian forces (eV/Å) of the 2 atoms listed first:
C -0.838 -0.885 0.049
C 0.293 1.181 -1.590

Output
Multiplicity   1
Energy relative to the best compared isomer or geometry (same formula, charge and spin)   224.15 kJ/mol
Kohn-Sham gap   0.363 Eh
SMILES string   C#CNCC(F)F
E_tot   -11151.1586 eV
F_max   2.65 eV/Å
LUMO energy   0.94 eV
Net charge   0

***

Entry 4:
C4H5F2N2O | ωB97M-V with the def2-TZVPD basis set

Each line ends with the natural charge from an NBO analysis.
CARTESIAN COORDINATES (ANGSTROEM)
C 0.449 -0.185 -1.162  0.35
C 1.541 -0.457 -0.456  0.31
C -1.037 0.187 -0.152  0.50
C 1.610 -0.247 1.082  -0.12
N -0.785 0.392 1.083  -0.23
N -2.195 0.220 -0.773  -0.76
O 0.546 0.553 1.509  -0.32
F 0.107 0.035 -2.386  -0.26
F 2.678 -0.733 -1.133  -0.28
H 1.551 -1.244 1.653  0.23
H 2.542 0.270 1.155  0.26
H -1.462 0.818 1.633  0.43
H -2.435 0.295 -1.725  0.45
H -3.110 0.096 -0.330  0.43

Cartesian forces (eV/Å) of the 2 atoms listed first:
C -4.031 1.445 3.920
C 0.107 0.243 -1.083

Output
Multiplicity   1
Energy relative to the best compared isomer or geometry (same formula, charge and spin)   149.23 kJ/mol
Kohn-Sham gap   0.382 Eh
SMILES string   [NH2+]=C1NOCC(F)=C1F
E_tot   -14680.1892 eV
F_max   6.06 eV/Å
LUMO energy   -4.12 eV
Net charge   +1